Record 1
{
  "formula": "C4H10N2O2",
  "method": "ωB97M-V/def2-TZVPD",
  "energy_ev": -11378.55187,
  "orbital_gap_ev": 5.1,
  "relative_energy_ev": 8.3510,
  "e_lumo_ev": -4.01,
  "total_charge": 0,
  "symbols": ["O", "C", "N", "C", "N", "C", "C", "O", "H", "H", "H", "H", "H", "H", "H", "H", "H", "H"],
  "positions_angstrom": [[-0.54, -0.10, 1.59], [-0.28, -0.86, 0.43], [0.96, -0.51, -0.35], [1.70, 0.56, 0.34], [1.83, 0.31, 1.78], [-1.50, -0.70, -0.53], [-1.50, 0.69, -1.22], [-0.48, 0.80, -2.15], [0.67, -0.11, -1.24], [1.13, 1.50, 0.24], [2.70, 0.71, -0.15], [0.83, 0.09, 2.00], [2.42, -0.50, 1.92], [-1.46, -1.46, -1.32], [-2.37, -0.80, 0.10], [-1.37, 1.47, -0.40], [-2.54, 0.89, -1.71], [-0.20, -1.97, 0.67]]
}

Record 2
{
  "formula": "C4H12N2O",
  "method": "ωB97M-V/def2-TZVPD",
  "energy_ev": -9369.53370,
  "orbital_gap_ev": 9.6,
  "relative_energy_ev": 1.6601,
  "e_lumo_ev": 1.08,
  "total_charge": 0,
  "smiles": "CC/N=C/NC.O",
  "symbols": ["C", "C", "C", "C", "H", "H", "H", "H", "H", "H", "H", "H", "H", "H", "H", "H", "N", "N", "O"],
  "positions_angstrom": [[3.16, 0.05, -0.50], [2.15, 0.08, 0.57], [-0.07, -0.65, 0.32], [-2.28, -1.66, -0.10], [-2.29, 3.15, 0.05], [-1.27, 1.97, -0.26], [3.27, 1.04, -1.02], [4.17, -0.12, -0.08], [3.07, -0.65, -1.32], [2.42, 1.01, 1.15], [2.23, -0.79, 1.28], [0.00, -1.38, 1.15], [-1.33, -0.05, -1.11], [-2.05, -2.09, 0.90], [-3.33, -1.25, -0.02], [-2.37, -2.49, -0.85], [0.84, 0.16, -0.04], [-1.30, -0.59, -0.24], [-2.13, 2.21, 0.05]]
}

Record 3
{
  "formula": "C4H15N3S",
  "method": "ωB97M-V/def2-TZVPD",
  "energy_ev": -19694.98650,
  "s2": 0.75,
  "orbital_gap_ev": [2.6, 7.5],
  "relative_energy_ev": 0.0000,
  "e_lumo_ev": [3.53, 3.47],
  "spin_multiplicity": 2,
  "total_charge": -1,
  "symbols": ["C", "C", "S", "N", "H", "H", "H", "H", "H", "H", "N", "C", "C", "N", "H", "H", "H", "H", "H", "H", "H", "H", "H"],
  "positions_angstrom": [[-1.44, 1.30, -0.68], [-2.12, 1.22, -2.05], [-1.03, 0.29, -3.20], [0.01, 1.62, -0.91], [-1.49, 0.32, -0.16], [-1.90, 2.09, -0.04], [-2.25, 2.26, -2.42], [-3.11, 0.76, -1.95], [0.19, 2.62, -0.97], [0.10, 1.13, -1.97], [1.91, -0.35, -0.20], [1.18, -1.41, 0.53], [0.83, -0.97, 1.93], [0.26, -2.11, 2.68], [0.68, 1.09, -0.32], [2.87, -0.30, 0.14], [1.96, -0.58, -1.20], [0.28, -1.67, -0.03], [1.81, -2.33, 0.60], [1.74, -0.62, 2.43], [0.12, -0.09, 1.93], [0.00, -1.84, 3.64], [-0.59, -2.43, 2.22]]
}

Record 4
{
  "formula": "C3O4S",
  "method": "ωB97M-V/def2-TZVPD",
  "energy_ev": -22135.76973,
  "orbital_gap_ev": 8.4,
  "relative_energy_ev": 0.0000,
  "e_lumo_ev": -2.06,
  "total_charge": 0,
  "smiles": "O=C1OC(=O)C(=S)O1",
  "symbols": ["C", "C", "C", "O", "O", "O", "O", "S"],
  "positions_angstrom": [[1.29, -0.49, 0.00], [-0.96, -0.40, 0.00], [-0.39, 1.01, 0.01], [2.38, -0.94, 0.00], [0.14, -1.22, 0.00], [-0.95, 2.06, 0.00], [0.98, 0.84, 0.00], [-2.49, -0.86, 0.00]]
}